# 1
28
Properties=species:S:1:pos:R:3 method="wB97M-V/def2-TZVPD" relative_energy_kj_mol=214.9 charge=+1 homo_energy_ev=-12.21 fmax_ev_per_a=3.23 energy_ev=-11105.4966
C -0.242 -1.484 -0.795
C -1.513 -1.538 0.747
C -1.315 -0.526 -0.385
C -2.574 -0.318 -1.270
C 1.860 3.053 -0.813
C 2.113 1.099 0.851
C 0.017 2.460 0.772
C 0.173 -3.576 0.430
C 1.243 2.209 0.283
N -0.433 -2.339 0.126
H -1.271 -1.125 1.750
H -2.496 -2.138 0.875
H -0.846 0.391 -0.005
H -2.467 0.414 -2.126
H -3.248 0.269 -0.569
H -2.901 -1.275 -1.694
H 2.889 2.658 -1.056
H 1.220 3.121 -1.729
H 2.259 3.959 -0.378
H 2.708 0.758 0.000
H 1.540 0.177 1.112
H 2.757 1.575 1.650
H -0.573 3.173 0.313
H -0.432 2.117 1.706
H 0.552 -1.388 -1.457
H -0.384 -4.481 -0.086
H 0.092 -3.681 1.578
H 1.271 -3.564 0.174

# 2
17
Properties=species:S:1:pos:R:3 method="wB97M-V/def2-TZVPD" relative_energy_kj_mol=18.7 smiles="O=C(O)NCCS.O" homo_energy_ev=-9.41 fmax_ev_per_a=1.22 energy_ev=-21725.4360
O 1.763 1.000 1.602
C 1.028 1.303 0.691
O 0.215 2.376 0.688
N 0.865 0.632 -0.464
C 1.480 -0.656 -0.705
C 0.507 -1.688 -1.272
S -1.092 -1.783 -0.410
H 0.439 2.963 1.419
H 0.388 1.037 -1.253
H 2.344 -0.531 -1.345
H 1.830 -1.058 0.251
H 0.314 -1.537 -2.332
H 0.963 -2.663 -1.170
H -0.971 -0.685 0.345
O -3.465 0.732 1.561
H -3.034 -0.101 1.788
H -3.576 0.660 0.604

# 3
75
Properties=species:S:1:pos:R:3 method="wB97M-V/def2-TZVPD" relative_energy_kj_mol=0.0 charge=-2 homo_energy_ev="2.67 / -2.50" fmax_ev_per_a=3.65 energy_ev=-60754.3970 multiplicity=4
Ti -13.551 -12.813 0.970
O -11.340 -12.682 1.561
H -11.046 -13.530 1.948
O -12.790 -11.673 -0.979
H -13.284 -12.341 -1.494
O -14.120 -10.794 2.100
H -15.000 -10.521 1.776
C -12.008 -17.552 0.654
C -11.980 -16.261 1.589
C -10.573 -15.924 2.121
O -9.693 -15.952 0.987
C -8.512 -15.239 1.231
N -12.620 -15.131 0.916
H -13.046 -17.582 0.321
H -11.726 -18.464 1.181
H -11.419 -17.455 -0.258
H -12.554 -16.472 2.492
H -10.330 -16.728 2.816
H -10.540 -14.936 2.581
H -8.021 -15.000 0.288
H -7.762 -15.609 1.929
H -8.683 -14.251 1.658
H -12.015 -15.025 0.114
H -12.242 -14.359 1.447
C -16.194 -17.066 0.040
C -15.773 -16.154 -1.145
C -16.938 -15.717 -2.056
O -17.289 -16.521 -3.250
C -18.026 -15.830 -4.166
N -15.069 -14.993 -0.515
H -16.923 -17.811 -0.276
H -16.770 -16.550 0.808
H -15.418 -17.592 0.597
H -14.955 -16.639 -1.678
H -16.758 -14.698 -2.400
H -17.861 -15.679 -1.477
H -17.378 -15.117 -4.676
H -18.817 -15.339 -3.599
H -18.468 -16.413 -4.975
H -14.275 -15.230 0.062
H -15.742 -14.585 0.118
C -14.846 -12.569 -3.402
C -15.545 -11.325 -2.897
C -16.919 -11.123 -3.509
O -16.809 -10.723 -4.838
C -17.986 -10.368 -5.555
N -15.481 -11.320 -1.492
H -15.068 -12.932 -4.405
H -15.181 -13.452 -2.858
H -13.778 -12.531 -3.184
H -14.919 -10.435 -2.963
H -17.496 -10.511 -2.816
H -17.492 -12.043 -3.390
H -17.868 -9.712 -6.417
H -18.518 -9.843 -4.762
H -18.642 -11.177 -5.877
H -16.030 -12.099 -1.159
H -14.528 -11.461 -1.189
C -15.898 -14.546 3.411
C -16.839 -13.799 2.408
C -18.026 -13.144 3.129
O -18.859 -12.386 2.108
C -19.859 -11.615 2.686
N -16.091 -12.820 1.607
H -15.096 -15.109 2.934
H -16.325 -15.139 4.220
H -15.475 -13.743 4.015
H -17.305 -14.439 1.658
H -17.749 -12.548 3.998
H -18.680 -13.903 3.559
H -20.371 -11.014 1.935
H -19.512 -10.870 3.402
H -20.621 -12.316 3.028
H -15.585 -12.204 2.227
H -16.835 -12.196 1.330

# 4
17
Properties=species:S:1:pos:R:3 method="wB97M-V/def2-TZVPD" relative_energy_kj_mol=459.6 charge=+1 homo_energy_ev=-14.06 fmax_ev_per_a=5.07 energy_ev=-16105.6879
C -2.106 0.583 -0.492
C -1.505 -0.772 -0.011
C 0.953 0.072 -0.358
N -0.030 -0.739 0.436
O 2.083 -1.394 -0.474
P 1.866 1.578 0.294
H -1.252 1.350 -0.352
H -2.422 0.706 -1.544
H -2.987 1.014 0.049
H -1.628 -1.483 -0.732
H -2.040 -1.164 0.891
H 0.481 0.238 -1.324
H 0.461 -1.693 0.450
H -0.141 -0.367 1.336
H 2.962 -1.326 -0.157
H 2.753 1.602 -0.791
H 2.572 0.952 1.399